[1]
Below is C19H18ClIrN4O2 as an isolated structure, with properties calculated with the ωB97M-V functional and the def2-TZVPD basis.

Results
2S+1 = 1
total charge = +2
maximum force = 1.490 eV/Å
orbital gap = 6.12 eV
LUMO energy = -7.5 eV

Positions of all 45 atoms, in Å:
Ir (0.138, 0.906, -1.281)
Cl (5.877, 0.971, 3.126)
C (4.737, 0.968, 1.840)
C (5.186, 0.937, 0.504)
C (4.294, 0.936, -0.534)
C (2.906, 0.975, -0.312)
O (2.118, 1.010, -1.354)
C (2.442, 1.000, 1.042)
C (1.092, 1.018, 1.437)
N (0.018, 1.063, 0.693)
C (-1.324, 1.059, 1.161)
C (-1.721, 1.094, 2.475)
C (-3.087, 1.111, 2.805)
C (-4.054, 1.090, 1.837)
C (-3.681, 1.059, 0.475)
C (-4.600, 1.051, -0.598)
C (-4.143, 1.022, -1.889)
C (-2.765, 1.005, -2.127)
N (-1.881, 1.008, -1.143)
C (-2.313, 1.037, 0.154)
C (3.401, 0.999, 2.095)
H (6.249, 0.919, 0.303)
H (4.632, 0.914, -1.561)
H (0.920, 0.983, 2.509)
H (-0.989, 1.112, 3.271)
H (-3.376, 1.144, 3.846)
H (-5.103, 1.088, 2.103)
H (-5.663, 1.078, -0.390)
H (-4.827, 1.011, -2.725)
H (-2.369, 0.993, -3.135)
H (3.066, 1.040, 3.124)
O (0.276, 3.079, -1.302)
H (-0.461, 3.647, -1.562)
H (1.086, 3.415, -1.712)
C (0.525, -4.363, -2.403)
N (0.306, -3.490, -1.238)
C (0.276, -4.099, 0.102)
C (0.188, -2.213, -1.361)
N (0.108, -1.066, -1.505)
H (-0.175, -5.194, -2.350)
H (1.544, -4.747, -2.394)
H (0.356, -3.809, -3.322)
H (-0.414, -4.941, 0.089)
H (-0.063, -3.371, 0.835)
H (1.270, -4.451, 0.373)

Atoms 1-6, force components in eV/Å:
Ir 0.7 1.3 0.2
Cl 0.1 0.0 0.0
C -0.1 0.0 -0.1
C -0.1 0.0 0.0
C 0.0 0.0 -0.2
C 0.0 0.0 0.4

=====

[2]
Below is the molecule C24H21NO4, with properties calculated with the ωB97M-V functional and the def2-TZVPD basis.

Results
SMILES = O=C(C[C@@]1(O)C(=O)N(CCc2ccccc2)c2ccccc21)c1ccccc1O
2S+1 = 1
total charge = 0
maximum force = 0.836 eV/Å
orbital gap = 8.52 eV
LUMO energy = 0.1 eV

Positions of all 50 atoms, in Å:
O (-2.388, -1.251, 0.090)
C (-1.813, -1.148, -0.991)
C (-0.889, 0.023, -1.211)
C (0.588, -0.397, -0.938)
O (0.995, -1.486, -1.720)
C (1.438, 0.854, -1.233)
O (1.625, 1.318, -2.337)
N (1.931, 1.324, -0.061)
C (2.721, 2.528, 0.020)
C (1.841, 3.770, 0.251)
C (1.092, 3.655, 1.548)
C (1.676, 4.064, 2.740)
C (1.016, 3.887, 3.943)
C (-0.233, 3.291, 3.970)
C (-0.827, 2.889, 2.786)
C (-0.170, 3.076, 1.584)
C (1.596, 0.479, 1.000)
C (1.948, 0.576, 2.331)
C (1.518, -0.428, 3.188)
C (0.778, -1.502, 2.726)
C (0.429, -1.598, 1.384)
C (0.834, -0.597, 0.532)
C (-1.949, -2.157, -2.040)
C (-1.470, -1.974, -3.344)
C (-1.571, -2.966, -4.291)
C (-2.153, -4.185, -3.958)
C (-2.648, -4.393, -2.693)
C (-2.572, -3.389, -1.723)
O (-3.089, -3.647, -0.521)
H (-0.954, 0.425, -2.222)
H (-1.154, 0.801, -0.493)
H (1.212, -1.154, -2.602)
H (3.247, 2.632, -0.933)
H (3.448, 2.418, 0.827)
H (1.144, 3.859, -0.584)
H (2.488, 4.648, 0.260)
H (2.654, 4.524, 2.724)
H (1.480, 4.212, 4.863)
H (-0.744, 3.146, 4.909)
H (-1.803, 2.427, 2.799)
H (-0.641, 2.771, 0.660)
H (2.529, 1.403, 2.706)
H (1.775, -0.367, 4.235)
H (0.468, -2.274, 3.412)
H (-0.136, -2.440, 1.017)
H (-1.030, -1.032, -3.630)
H (-1.199, -2.799, -5.290)
H (-2.227, -4.967, -4.699)
H (-3.116, -5.325, -2.415)
H (-2.991, -2.834, 0.035)

Atoms 1-6, force components in eV/Å:
O 0.0 0.0 0.0
C 0.1 0.3 -0.1
C 0.2 -0.1 0.1
C -0.3 0.4 0.1
O 0.2 -0.1 0.0
C 0.0 -0.2 -0.2

=====

[3]
Below is C14H13BeClF6O as an isolated structure, with properties calculated with the ωB97M-V functional and the def2-TZVPD basis.

Results
2S+1 = 1
total charge = -2
maximum force = 2.526 eV/Å
orbital gap = 4.39 eV
LUMO energy = 5.1 eV

Positions of all 36 atoms, in Å:
C (-0.324, -1.296, 3.562)
C (-1.613, -1.164, 2.953)
C (-1.614, 0.035, 2.188)
H (-2.428, -1.885, 3.006)
C (-0.320, 0.617, 2.283)
C (0.471, -0.181, 3.158)
H (1.483, 0.053, 3.483)
H (-0.004, -2.113, 4.207)
H (-2.442, 0.441, 1.620)
H (-0.004, 1.542, 1.819)
Be (-0.539, -0.693, -0.807)
Cl (-0.182, -2.500, -0.184)
C (-1.389, -1.146, -2.307)
C (-1.524, 0.284, -2.156)
C (-2.586, 0.525, -1.229)
H (-1.007, 1.040, -2.722)
C (-3.107, -0.717, -0.806)
C (-2.377, -1.759, -1.415)
H (-2.613, -2.822, -1.320)
H (-0.789, -1.646, -3.064)
H (-3.019, 1.502, -1.035)
H (-4.012, -0.858, -0.214)
C (2.890, -0.142, -0.151)
C (1.695, 0.677, -0.640)
O (0.432, 0.339, -0.229)
C (1.960, 2.104, -0.038)
F (3.014, 2.718, -0.643)
F (0.896, 2.933, -0.120)
F (2.283, 1.992, 1.291)
C (1.793, 0.777, -2.214)
F (3.045, 0.974, -2.710)
F (1.372, -0.431, -2.715)
F (0.992, 1.761, -2.721)
H (2.944, -0.163, 0.947)
H (3.769, 0.379, -0.561)
H (2.857, -1.177, -0.515)

Atoms 1-6, force components in eV/Å:
C -0.5 0.4 -0.3
C 0.7 0.4 0.3
C 0.8 -0.2 0.4
H 0.1 0.1 0.0
C -0.5 -0.2 1.3
C -0.9 0.0 -0.3

=====

[4]
Below is C17H12FeO7S2 as an isolated structure, with properties calculated with the ωB97M-V functional and the def2-TZVPD basis.

Results
2S+1 = 5
total charge = 0
maximum force = 5.738 eV/Å
orbital gap (alpha / beta) = 5.80 / 5.86 eV
LUMO energy (alpha / beta) = 0.0 / -2.4 eV

Positions of all 39 atoms, in Å:
C (2.269, -2.264, -4.458)
C (2.436, -1.290, -3.465)
C (1.333, -0.890, -2.719)
C (0.081, -1.418, -2.980)
C (-0.101, -2.381, -3.968)
C (1.004, -2.813, -4.707)
S (-1.232, -0.799, -1.929)
O (-2.380, -0.436, -2.738)
O (-1.328, -1.694, -0.801)
C (-0.426, 0.739, -1.476)
S (1.336, 0.304, -1.356)
O (1.627, -0.416, -0.142)
O (2.103, 1.461, -1.759)
H (3.124, -2.583, -5.049)
H (3.397, -0.822, -3.269)
H (-1.093, -2.804, -4.128)
H (0.887, -3.586, -5.471)
H (-0.437, 1.396, -2.374)
O (0.080, 0.260, 6.757)
C (-0.266, 0.458, 5.661)
Fe (-0.046, 0.560, 3.962)
C (1.654, 1.076, 3.954)
O (2.816, 1.130, 4.009)
C (0.441, -1.080, 3.601)
O (1.028, -2.085, 3.607)
C (-1.069, 1.486, -0.305)
C (-2.106, 0.632, 0.394)
C (-2.169, 0.162, 1.671)
C (-1.880, 0.816, 2.948)
C (-1.155, 2.042, 2.998)
C (-0.192, 2.381, 1.975)
C (-0.035, 1.931, 0.693)
H (-1.563, 2.360, -0.752)
H (-2.969, 0.372, -0.238)
H (-2.691, -0.806, 1.770)
H (-2.578, 0.554, 3.764)
H (-1.426, 2.816, 3.727)
H (0.561, 3.119, 2.304)
H (0.966, 2.114, 0.287)

Atoms 1-6, force components in eV/Å:
C -0.3 0.3 0.3
C 0.1 0.0 0.0
C -0.3 0.2 0.2
C -0.1 -0.1 -0.1
C 0.0 -0.1 0.0
C 0.0 0.2 0.3

=====

[5]
Below is the molecule C11H22N4O4, with properties calculated with the ωB97M-V functional and the def2-TZVPD basis.

Results
SMILES = NCCCC[C@H](NC(=O)[C@@H](N)CCC(N)=O)C(=O)O
2S+1 = 1
total charge = 0
maximum force = 8.863 eV/Å
orbital gap = 10.05 eV
LUMO energy = 0.4 eV

Positions of all 41 atoms, in Å:
N (-4.792, 0.709, -3.433)
C (-3.341, 0.424, -2.836)
C (-3.518, 0.028, -1.319)
C (-2.553, -0.618, -0.454)
C (-1.823, -1.577, -1.262)
C (-0.711, -2.016, -0.589)
N (0.233, -0.904, -0.247)
C (0.833, -0.817, 0.874)
O (0.964, -1.735, 1.786)
C (1.691, 0.287, 1.072)
N (1.332, 1.467, 0.250)
C (1.888, 0.776, 2.491)
C (2.543, 2.113, 2.600)
C (3.981, 2.072, 2.096)
N (5.093, 1.551, 2.862)
O (4.323, 2.355, 0.914)
C (0.097, -3.237, -1.138)
O (-0.470, -3.893, -2.016)
O (1.210, -3.443, -0.440)
H (-4.930, 1.780, -3.069)
H (-4.651, 0.557, -4.518)
H (-2.731, -0.191, -3.412)
H (-2.603, 1.372, -2.903)
H (-3.888, 1.039, -0.921)
H (-4.419, -0.511, -1.555)
H (-1.951, 0.214, -0.043)
H (-3.049, -1.356, 0.414)
H (-1.466, -0.972, -2.127)
H (-2.424, -2.428, -1.892)
H (-0.913, -2.584, 0.570)
H (0.345, -0.116, -0.926)
H (2.640, -0.058, 0.755)
H (0.719, 2.259, 0.554)
H (2.166, 1.775, -0.307)
H (1.013, 0.930, 3.068)
H (2.412, 0.201, 3.189)
H (2.191, 2.840, 1.723)
H (2.503, 2.409, 3.616)
H (5.941, 1.260, 2.395)
H (5.151, 1.011, 3.778)
H (0.965, -2.972, 0.398)

Atoms 1-6, force components in eV/Å:
N 3.2 1.6 0.2
C 0.5 3.7 0.9
C -4.0 3.4 -2.3
C -1.8 -1.4 2.7
C -2.3 -0.2 -5.4
C 5.5 -4.1 5.6

=====

[6]
Below is a 2-piece molecular cluster, C23H31F23N4O8P2S overall, with properties calculated with the ωB97M-V functional and the def2-TZVPD basis.

Results
2S+1 = 1
total charge = 0
maximum force = 3.010 eV/Å
orbital gap = 5.84 eV
LUMO energy = -1.2 eV

Positions of all 92 atoms, in Å:
C (4.745, 4.605, -0.684)
C (4.565, 3.260, -1.449)
C (5.813, 3.068, -2.340)
C (3.233, 3.232, -2.254)
C (3.210, 2.154, -3.345)
C (2.049, 3.083, -1.267)
O (1.920, 1.705, -0.898)
C (0.607, 1.279, -0.638)
N (0.786, -0.226, -0.664)
C (-0.013, -1.055, -1.585)
F (0.464, -0.667, -2.792)
F (0.330, -2.311, -1.533)
C (-1.551, -0.925, -1.719)
F (-1.830, -1.519, -2.875)
F (-1.970, 0.319, -1.916)
C (-2.519, -1.561, -0.658)
F (-2.619, -0.711, 0.367)
F (-3.715, -1.491, -1.244)
C (-2.313, -3.012, -0.239)
F (-1.220, -3.204, 0.533)
F (-2.088, -3.733, -1.316)
C (-3.478, -3.744, 0.528)
F (-4.582, -3.848, -0.180)
F (-3.036, -5.000, 0.586)
C (-3.738, -3.309, 2.014)
F (-3.522, -4.367, 2.794)
F (-2.915, -2.359, 2.483)
C (-5.206, -2.885, 2.367)
F (-5.198, -2.710, 3.699)
F (-6.057, -3.856, 2.155)
C (-5.716, -1.544, 1.786)
F (-5.985, -1.584, 0.501)
F (-4.920, -0.523, 2.039)
F (-6.868, -1.289, 2.405)
C (0.911, -0.488, 0.807)
C (1.308, -1.854, 1.363)
C (2.862, -1.875, 1.545)
C (3.440, -3.254, 1.261)
F (4.779, -3.099, 1.203)
F (3.217, -4.110, 2.229)
F (3.085, -3.722, 0.083)
O (-0.100, 0.248, 1.430)
C (0.009, 1.554, 0.805)
C (0.832, 2.492, 1.727)
C (0.193, 2.909, 3.098)
N (-0.720, 1.952, 3.695)
N (1.327, 3.076, 4.072)
N (-0.393, 4.236, 2.935)
P (-1.708, 2.326, 0.504)
P (-1.506, 4.144, -0.632)
O (-2.808, 4.803, -0.534)
O (-1.256, 3.794, -2.193)
O (-0.395, 5.204, -0.106)
H (3.943, 5.319, -0.898)
H (4.652, 4.381, 0.388)
H (5.735, 5.035, -0.831)
H (4.539, 2.419, -0.741)
H (5.799, 2.158, -2.940)
H (5.946, 3.971, -2.947)
H (6.679, 3.040, -1.669)
H (3.134, 4.248, -2.663)
H (3.427, 1.183, -2.890)
H (3.982, 2.352, -4.090)
H (2.235, 2.162, -3.843)
H (2.340, 3.665, -0.388)
H (1.172, 3.511, -1.763)
H (0.040, 1.714, -1.471)
H (1.753, -0.344, -1.014)
H (1.788, 0.125, 1.078)
H (1.078, -2.717, 0.736)
H (0.883, -2.040, 2.350)
H (3.171, -1.564, 2.544)
H (3.364, -1.222, 0.820)
H (1.006, 3.415, 1.163)
H (1.817, 2.038, 1.910)
H (-1.621, 2.411, 3.803)
H (-0.428, 1.731, 4.641)
H (2.080, 3.497, 3.530)
H (1.641, 2.151, 4.365)
H (-0.914, 4.505, 3.762)
H (0.355, 4.890, 2.734)
H (-2.251, 2.761, 1.726)
H (-1.353, 4.650, -2.650)
H (-0.850, 5.814, 0.497)
C (-3.071, -6.688, -2.382)
F (-1.814, -6.464, -1.922)
F (-3.853, -6.815, -1.289)
F (-3.461, -5.538, -2.979)
S (-3.160, -8.149, -3.509)
O (-2.704, -9.234, -2.668)
O (-2.259, -7.782, -4.581)
O (-4.559, -8.196, -3.871)

Atoms 1-6, force components in eV/Å:
C -0.6 -1.0 0.9
C 0.4 0.1 -0.7
C -0.2 0.4 0.7
C 0.4 -0.1 0.6
C -0.1 0.6 0.3
C 1.5 0.7 -0.8

=====

What is the formula in the second record? C24H21NO4

=====

Copy entry 1 word for word.
Below is C19H18ClIrN4O2 as an isolated structure, with properties calculated with the ωB97M-V functional and the def2-TZVPD basis.

Results
2S+1 = 1
total charge = +2
maximum force = 1.490 eV/Å
orbital gap = 6.12 eV
LUMO energy = -7.5 eV

Positions of all 45 atoms, in Å:
Ir (0.138, 0.906, -1.281)
Cl (5.877, 0.971, 3.126)
C (4.737, 0.968, 1.840)
C (5.186, 0.937, 0.504)
C (4.294, 0.936, -0.534)
C (2.906, 0.975, -0.312)
O (2.118, 1.010, -1.354)
C (2.442, 1.000, 1.042)
C (1.092, 1.018, 1.437)
N (0.018, 1.063, 0.693)
C (-1.324, 1.059, 1.161)
C (-1.721, 1.094, 2.475)
C (-3.087, 1.111, 2.805)
C (-4.054, 1.090, 1.837)
C (-3.681, 1.059, 0.475)
C (-4.600, 1.051, -0.598)
C (-4.143, 1.022, -1.889)
C (-2.765, 1.005, -2.127)
N (-1.881, 1.008, -1.143)
C (-2.313, 1.037, 0.154)
C (3.401, 0.999, 2.095)
H (6.249, 0.919, 0.303)
H (4.632, 0.914, -1.561)
H (0.920, 0.983, 2.509)
H (-0.989, 1.112, 3.271)
H (-3.376, 1.144, 3.846)
H (-5.103, 1.088, 2.103)
H (-5.663, 1.078, -0.390)
H (-4.827, 1.011, -2.725)
H (-2.369, 0.993, -3.135)
H (3.066, 1.040, 3.124)
O (0.276, 3.079, -1.302)
H (-0.461, 3.647, -1.562)
H (1.086, 3.415, -1.712)
C (0.525, -4.363, -2.403)
N (0.306, -3.490, -1.238)
C (0.276, -4.099, 0.102)
C (0.188, -2.213, -1.361)
N (0.108, -1.066, -1.505)
H (-0.175, -5.194, -2.350)
H (1.544, -4.747, -2.394)
H (0.356, -3.809, -3.322)
H (-0.414, -4.941, 0.089)
H (-0.063, -3.371, 0.835)
H (1.270, -4.451, 0.373)

Atoms 1-6, force components in eV/Å:
Ir 0.7 1.3 0.2
Cl 0.1 0.0 0.0
C -0.1 0.0 -0.1
C -0.1 0.0 0.0
C 0.0 0.0 -0.2
C 0.0 0.0 0.4

=====

Look up the maximum force of the second one. 0.836 eV/Å